## 1
{
  "formula": "C7H16N",
  "method": "ωB97M-V/def2-TZVPD",
  "charge": 1,
  "multiplicity": 1,
  "molar_mass_g_mol": 114.21,
  "orbital_gap_ha": 0.1746,
  "symbols": ["C", "C", "C", "C", "C", "C", "C", "N", "H", "H", "H", "H", "H", "H", "H", "H", "H", "H", "H", "H", "H", "H", "H", "H"],
  "coordinates": [[-1.953, 0.755, -0.041], [-1.477, -0.300, -1.020], [-1.095, -1.695, -0.488], [-0.208, -1.350, 0.901], [0.926, -0.501, 0.567], [2.192, -0.791, 0.418], [3.391, 0.009, 0.060], [-3.176, 0.380, 0.572], [-2.049, 1.627, -0.783], [-1.103, 1.044, 0.588], [-0.643, 0.159, -1.617], [-2.248, -0.468, -1.781], [-1.769, -2.493, -0.166], [-0.359, -2.103, -1.192], [-1.019, -1.049, 1.632], [-0.073, -2.338, 1.451], [2.073, 4.172, -1.214], [2.478, -1.585, 1.127], [3.342, 0.877, -0.581], [4.290, -0.593, -0.118], [3.692, 0.469, 1.047], [-3.972, 0.263, -0.028], [2.104, 4.828, -0.849], [-3.345, 0.680, 1.515]],
  "mulliken_charge": [-0.5223, -0.7689, -0.6031, -0.4748, 0.2220, -0.0469, -1.1534, -0.4348, 0.2481, 0.4678, 0.3280, 0.4525, 0.3704, 0.3472, 0.3438, 0.4454, -0.0955, 0.3444, 0.3772, 0.3485, 0.3303, 0.1914, 0.0963, 0.1864]
}

***

## 2
{
  "formula": "C7H16N",
  "method": "ωB97M-V/def2-TZVPD",
  "charge": 1,
  "multiplicity": 1,
  "molar_mass_g_mol": 114.21,
  "smiles": "C/C=C(/C)C[C@@H](C)[NH3+]",
  "orbital_gap_ha": 0.3361,
  "symbols": ["C", "C", "C", "C", "C", "C", "C", "N", "H", "H", "H", "H", "H", "H", "H", "H", "H", "H", "H", "H", "H", "H", "H", "H"],
  "coordinates": [[-0.536, -1.992, 1.452], [-0.018, -0.607, 1.051], [0.461, -0.544, -0.394], [-0.419, 0.352, -1.286], [-0.296, 1.671, -1.246], [0.671, 2.425, -0.345], [-1.379, -0.357, -2.200], [1.130, -0.262, 1.968], [0.276, -2.719, 1.381], [-1.208, -2.270, 0.636], [-1.072, -2.027, 2.394], [-0.833, 0.095, 1.215], [1.504, -0.231, -0.466], [0.446, -1.511, -0.871], [-0.870, 2.323, -1.895], [0.680, 2.117, 0.703], [0.414, 3.479, -0.372], [1.652, 2.383, -0.825], [-1.153, -0.169, -3.252], [-1.356, -1.453, -2.162], [-2.422, -0.086, -2.055], [1.829, -1.000, 1.964], [1.652, 0.560, 1.663], [0.849, -0.176, 2.942]],
  "mulliken_charge": [-1.6124, 0.3349, -1.4424, 0.8403, -0.3093, -1.1224, -1.6437, -0.2540, 0.4644, 0.3858, 0.4236, 0.3383, 0.5195, 0.5960, 0.4428, 0.1553, 0.4050, 0.2921, 0.3881, 0.3839, 0.3385, 0.3943, 0.3140, 0.3675]
}

***

## 3
{
  "formula": "C7H16N",
  "method": "ωB97M-V/def2-TZVPD",
  "charge": 1,
  "multiplicity": 1,
  "molar_mass_g_mol": 114.21,
  "smiles": "CC[NH2+]CC=C(C)C",
  "orbital_gap_ha": 0.3649,
  "symbols": ["C", "C", "C", "C", "C", "C", "C", "N", "H", "H", "H", "H", "H", "H", "H", "H", "H", "H", "H", "H", "H", "H", "H", "H"],
  "coordinates": [[1.261, -0.522, -1.502], [-0.071, -0.334, -1.282], [1.949, -0.486, -2.780], [2.148, -0.893, -0.420], [-0.754, -0.434, 0.125], [-1.318, 0.764, 2.813], [-2.177, 0.829, 1.537], [-1.404, 0.906, 0.281], [1.302, -0.052, -3.463], [2.891, 0.084, -2.648], [2.218, -1.503, -3.077], [1.764, -1.385, 0.496], [3.237, -1.406, -0.708], [2.615, -0.037, -0.015], [-2.748, -0.024, 1.305], [0.168, -0.735, 0.650], [-1.418, -1.208, 0.082], [-0.490, 1.481, 2.974], [-0.823, -0.223, 2.944], [-2.065, 0.927, 3.568], [-2.698, 1.743, 1.597], [-1.951, 1.080, -0.605], [-0.862, -0.230, -2.154], [-0.777, 1.658, 0.281]],
  "mulliken_charge": [1.2404, -0.8300, -1.5598, -1.5700, -0.3196, -1.0362, -0.4409, -0.1840, 0.4395, 0.3985, 0.3413, 0.4715, 0.3104, 0.4382, 0.3955, 0.0686, 0.4006, 0.3447, 0.3109, 0.3611, 0.3985, 0.4060, 0.2455, 0.3690]
}

***

Name the most stable of them. 2.